1.
{
  "formula": "C18H18N2",
  "method": "ωB97M-V/def2-TZVPD",
  "multiplicity": 2,
  "charge": 1,
  "homo_lumo_gap_ev": [6.7, 3.5],
  "homo_energy_ha": [-0.3785, -0.3785],
  "s_squared": 0.77,
  "symbols": ["C", "C", "C", "C", "C", "C", "C", "C", "C", "N", "H", "H", "H", "H", "H", "H", "H", "H", "H", "C", "C", "C", "C", "C", "C", "C", "C", "C", "N", "H", "H", "H", "H", "H", "H", "H", "H", "H"],
  "positions_angstrom": [[3.68571, -4.06181, -0.71968], [2.11295, -1.13191, 0.82320], [2.43198, -2.51411, 0.86925], [3.18354, -2.75090, -0.29758], [3.29184, -1.59681, -1.04745], [1.45855, -0.60856, 1.93450], [0.85404, -1.38705, 2.89836], [1.10438, -2.78911, 2.91541], [1.92229, -3.29178, 1.91972], [2.64712, -0.58236, -0.29272], [1.21472, 0.45942, 2.02554], [0.25502, -0.92972, 3.67237], [2.91597, 0.38843, -0.25062], [0.81092, -3.43895, 3.73624], [3.60160, -1.30603, -2.02654], [2.22066, -4.32928, 2.01794], [3.31665, -4.83194, -0.01036], [4.76076, -4.26642, -0.60686], [3.48684, -4.49992, -1.70211], [-0.57414, 3.00381, 1.04956], [-0.47421, 1.43676, -0.92721], [-1.16660, 2.34917, -0.10198], [-2.49947, 1.67849, -1.77933], [-2.42748, 2.58671, -0.72436], [-3.64747, 1.38396, -2.52199], [-3.53982, 3.36196, -0.37704], [-4.76148, 2.08688, -2.05516], [-4.69226, 3.12708, -1.10568], [-1.28110, 1.00085, -1.92885], [0.49980, 0.95717, -0.83782], [-1.10150, 0.25252, -2.57898], [-0.13654, 2.43014, 1.83660], [-1.19077, 3.76236, 1.59561], [-3.76429, 0.41446, -3.00110], [-3.47739, 4.09284, 0.42659], [-5.74595, 2.02959, -2.51385], [-5.50297, 3.82121, -0.96260], [0.20810, 3.69285, 0.64896]],
  "forces_ev_per_a": [[0.76, -2.90, 0.82], [0.23, -1.52, 1.91], [-1.04, 1.39, 0.37], [0.93, 0.02, -2.73], [-0.97, 0.44, 2.36], [-1.53, 1.84, -0.05], [0.65, -1.35, 0.04], [0.59, 1.00, -0.49], [0.23, -0.83, 0.32], [-0.19, 0.56, -0.58], [0.40, -0.20, -0.30], [0.06, 0.08, 0.04], [0.19, -0.07, -0.47], [-0.22, 0.24, -0.24], [0.57, -0.44, -0.30], [-0.04, -0.07, -0.27], [-0.21, 0.34, -0.38], [0.04, 0.86, 0.02], [-0.49, 0.76, -0.11], [0.20, 2.98, 0.68], [-0.10, -2.15, -1.51], [-0.59, 0.63, -0.41], [-1.15, -1.14, -2.08], [0.99, -0.57, 0.63], [0.12, -0.35, 2.48], [-0.17, -0.10, -0.14], [-0.79, 1.59, -0.57], [0.73, 0.28, 0.14], [0.69, 1.31, 2.00], [-0.10, 0.38, 0.28], [0.17, 0.03, -0.03], [0.41, -0.92, 0.10], [-0.21, -0.91, -0.71], [0.18, 0.55, -0.71], [-0.12, -0.09, -0.25], [0.24, -0.64, -0.11], [-0.48, -0.35, 0.07], [0.00, -0.63, 0.20]]
}


2.
{
  "formula": "C18H18N2",
  "method": "ωB97M-V/def2-TZVPD",
  "charge": 2,
  "homo_lumo_gap_ev": 6.4,
  "homo_energy_ha": -0.5355,
  "symbols": ["C", "C", "C", "C", "C", "C", "N", "C", "C", "C", "C", "C", "C", "N", "C", "C", "C", "C", "C", "C", "H", "H", "H", "H", "H", "H", "H", "H", "H", "H", "H", "H", "H", "H", "H", "H", "H", "H"],
  "positions_angstrom": [[-0.09261, 0.82227, 3.66584], [-1.24863, 0.57237, 2.96847], [-1.48116, -0.66574, 2.41850], [-0.57232, -1.68263, 2.55399], [-0.74332, -3.06292, 1.93379], [0.31746, -3.19922, 0.80557], [0.32859, -1.99117, -0.05271], [-0.64084, -1.83680, -0.95952], [-0.71085, -0.73164, -1.74844], [0.25041, 0.25933, -1.60415], [0.23919, 1.52679, -2.39092], [-0.99920, 2.12315, -2.64053], [-1.04997, 3.28803, -3.34117], [0.07470, 3.85994, -3.77960], [1.26707, 3.31427, -3.54650], [1.39234, 2.15058, -2.85290], [1.27796, 0.07911, -0.68659], [1.27409, -1.06006, 0.06464], [0.59479, -1.44102, 3.26803], [0.81633, -0.20819, 3.80777], [0.09794, 1.80543, 4.07974], [-1.95303, 1.39262, 2.86368], [-2.39841, -0.81431, 1.84943], [-1.71558, -3.06434, 1.42289], [-0.66414, -3.87367, 2.65715], [0.17037, -4.10614, 0.21410], [1.32184, -3.26352, 1.23209], [-1.39156, -2.61648, -1.04108], [-1.48896, -0.58585, -2.48925], [-1.90805, 1.66905, -2.26491], [-2.01498, 3.75137, -3.51863], [0.00469, 4.73204, -4.29850], [2.14407, 3.81822, -3.94036], [2.36269, 1.71112, -2.65387], [2.05105, 0.82214, -0.53549], [2.02654, -1.25249, 0.82168], [1.32324, -2.24229, 3.37207], [1.73826, 0.00067, 4.34567]],
  "forces_ev_per_a": [[0.06, 0.10, 0.02], [-0.28, 1.14, 0.10], [-1.02, -0.15, -0.82], [0.48, -1.14, 0.46], [-0.17, 1.42, -1.21], [0.43, -0.57, 1.06], [-0.31, -0.45, -0.64], [-0.81, -0.66, -0.03], [-0.04, 1.06, -0.58], [0.93, 0.57, -0.03], [-0.83, -0.34, 0.14], [0.32, -0.63, 0.26], [-0.99, 0.25, 0.05], [-0.38, 0.16, -0.09], [1.15, 0.57, -0.51], [-0.11, -0.83, 0.59], [-0.26, 0.21, -0.30], [0.76, -0.37, 1.15], [-0.02, -0.67, -0.28], [1.24, 0.87, 0.76], [0.02, -0.13, 0.05], [-0.14, -0.28, -0.10], [0.06, -0.14, 0.16], [-0.03, -0.42, 0.40], [0.01, -0.01, -0.19], [-0.09, 0.34, -0.24], [-0.15, -0.01, -0.04], [0.22, -0.04, 0.14], [-0.05, -0.41, 0.15], [0.01, 0.18, -0.10], [0.34, 0.30, -0.25], [0.12, -0.06, 0.02], [-0.24, 0.11, 0.00], [0.00, 0.20, -0.23], [-0.05, -0.12, 0.07], [-0.06, 0.04, -0.12], [-0.02, 0.13, 0.19], [-0.11, -0.19, 0.00]]
}


3.
{
  "formula": "C18H18N2O3S",
  "method": "ωB97M-V/def2-TZVPD",
  "charge": 0,
  "smiles": "Cc1cc(-c2ccc(S(=O)(=O)N(C)Cc3ccccc3)cc2)on1",
  "homo_lumo_gap_ev": 8.9,
  "homo_energy_ha": -0.3312,
  "symbols": ["C", "C", "C", "C", "C", "C", "C", "C", "S", "O", "O", "N", "C", "C", "C", "C", "C", "C", "C", "C", "C", "C", "O", "N", "H", "H", "H", "H", "H", "H", "H", "H", "H", "H", "H", "H", "H", "H", "H", "H", "H", "H"],
  "positions_angstrom": [[-3.79539, -5.62332, -2.21571], [-3.40300, -4.67730, -1.14348], [-2.35258, -3.72656, -1.16316], [-2.42453, -3.11956, 0.06685], [-1.64282, -2.06723, 0.68782], [-0.59006, -1.46068, -0.00222], [0.14943, -0.46211, 0.60130], [-0.16281, -0.06747, 1.88910], [0.83554, 1.19726, 2.67456], [0.10909, 1.71658, 3.79942], [2.15106, 0.67219, 2.89826], [0.94032, 2.30855, 1.43394], [-0.25312, 3.08719, 1.23149], [2.21041, 2.97419, 1.20403], [2.58932, 2.82985, -0.24572], [2.36762, 3.85169, -1.15808], [2.66979, 3.67362, -2.49799], [3.18981, 2.46900, -2.93807], [3.41405, 1.44387, -2.03325], [3.11616, 1.62424, -0.69470], [-1.20144, -0.65418, 2.58667], [-1.94412, -1.65452, 1.98784], [-3.44211, -3.67301, 0.75590], [-4.03196, -4.62499, 0.00239], [-4.07578, -5.07559, -3.11394], [-4.63651, -6.22280, -1.88140], [-2.96021, -6.27665, -2.46246], [-1.66753, -3.53841, -1.96210], [-0.35477, -1.77299, -1.00721], [0.96206, 0.02367, 0.08502], [-1.10935, 2.44772, 1.43657], [-0.29597, 3.95462, 1.89977], [-0.29513, 3.42335, 0.19457], [2.15173, 4.02947, 1.49732], [2.94092, 2.46622, 1.83650], [1.96494, 4.79537, -0.81784], [2.49834, 4.47704, -3.19943], [3.42456, 2.33028, -3.98310], [3.82643, 0.50477, -2.37252], [3.29900, 0.83515, 0.02087], [-1.41259, -0.31214, 3.58753], [-2.75879, -2.12640, 2.51463]],
  "forces_ev_per_a": [[-0.07, -0.04, 0.05], [0.13, 0.37, 0.44], [-0.09, 0.37, 0.84], [-0.10, -0.69, -1.12], [0.06, 0.30, 0.45], [-0.10, -0.04, 0.17], [0.03, -0.09, -0.13], [0.17, 0.39, 0.26], [-0.11, 0.07, -0.35], [-0.18, -0.03, -0.20], [0.15, -0.02, -0.23], [0.01, -0.71, 0.92], [-0.37, 0.17, -0.03], [0.37, -0.15, 0.02], [0.02, 0.14, -0.02], [0.04, -0.03, 0.11], [-0.01, 0.03, -0.13], [-0.01, 0.05, -0.09], [0.02, -0.10, 0.02], [0.02, 0.05, 0.01], [0.04, 0.14, 0.15], [0.08, -0.10, -0.22], [0.67, 0.77, 0.28], [-0.69, -0.95, -0.58], [-0.03, -0.03, -0.06], [-0.05, -0.07, -0.04], [0.00, -0.06, -0.04], [0.19, 0.09, -0.15], [0.04, -0.02, -0.12], [0.06, 0.02, -0.16], [-0.20, 0.14, -0.12], [-0.02, -0.04, -0.03], [-0.03, -0.03, 0.00], [-0.02, -0.10, 0.01], [0.09, 0.23, -0.10], [-0.04, 0.11, 0.05], [-0.01, 0.06, -0.06], [0.02, -0.01, -0.08], [0.04, -0.07, -0.02], [0.04, -0.12, 0.08], [-0.10, 0.00, 0.11], [-0.05, 0.00, 0.07]]
}


4.
{
  "formula": "C18H18N2O5",
  "method": "ωB97M-V/def2-TZVPD",
  "charge": 0,
  "smiles": "CN(C)c1[nH]c2ccccc2c(=O)c1C=C1C(=O)OC(C)(C)OC1=O",
  "homo_lumo_gap_ev": 8.2,
  "homo_energy_ha": -0.3072,
  "symbols": ["C", "N", "C", "C", "N", "C", "C", "C", "C", "C", "C", "C", "O", "C", "C", "C", "C", "O", "O", "C", "C", "C", "O", "C", "O", "H", "H", "H", "H", "H", "H", "H", "H", "H", "H", "H", "H", "H", "H", "H", "H", "H", "H"],
  "positions_angstrom": [[-0.13983, -0.68032, -3.28521], [1.02119, -0.89073, -2.39197], [2.07789, -1.91457, -2.69480], [1.29643, 0.02996, -1.37321], [1.91371, 1.09046, -1.88276], [2.39129, 2.00901, -0.98713], [3.08519, 3.15124, -1.38988], [3.69110, 4.13337, -0.54570], [3.44647, 3.99301, 0.80334], [2.80331, 2.84527, 1.29038], [2.19125, 1.93467, 0.36707], [1.36545, 0.89127, 0.91985], [1.44750, 0.77282, 2.14485], [0.96313, -0.06458, -0.01912], [0.26066, -1.26254, 0.52072], [-1.12856, -1.45594, 0.74207], [-2.19252, -0.61460, 0.21523], [-1.89483, -0.14549, -0.91847], [-3.34368, -0.52518, 0.84227], [-3.48794, -1.40604, 1.93866], [-3.13961, -0.57480, 3.22364], [-4.90570, -1.90440, 1.99405], [-2.64759, -2.58350, 1.99305], [-1.65247, -2.70262, 1.17871], [-1.14002, -3.72853, 0.61082], [-0.03056, -1.21279, -4.29397], [-0.32721, 0.29911, -3.53639], [-0.99418, -1.22316, -2.78928], [2.98183, -1.57131, -2.15737], [2.23207, -1.99706, -3.73097], [1.86418, -2.79113, -2.12672], [2.38120, 0.91716, -2.82127], [2.93733, 3.33473, -2.43106], [4.13015, 5.02592, -0.87418], [3.59870, 4.78674, 1.44705], [2.89993, 2.79637, 2.35372], [1.01957, -2.01083, 0.92173], [-3.96441, 0.17624, 3.41313], [-2.25343, 0.12388, 3.11759], [-2.92923, -1.08075, 4.11255], [-5.64288, -1.10088, 2.18704], [-5.18092, -2.34511, 1.07306], [-5.00394, -2.52437, 2.83889]],
  "forces_ev_per_a": [[0.00, -4.61, 0.29], [0.32, -1.08, -0.74], [-0.62, 2.21, 2.86], [-1.67, -1.09, 0.42], [1.46, 0.71, -0.95], [1.47, 2.84, 0.45], [0.92, 1.37, -0.43], [-2.58, -2.51, -0.70], [-0.76, -2.39, -0.67], [0.53, 1.36, -2.00], [0.38, 0.63, 1.78], [3.12, 0.23, 1.65], [-1.81, -0.82, 0.35], [-1.78, -1.63, -2.16], [-2.05, -1.02, 0.92], [4.58, 1.43, -0.52], [3.55, 1.68, -4.86], [-2.59, -0.12, 3.29], [-0.35, -0.67, -0.71], [0.09, 1.32, 3.58], [-0.26, 3.06, -1.55], [-0.39, 1.79, 0.01], [-2.09, -1.22, 0.26], [4.16, -3.66, -3.63], [-2.71, 2.41, 3.32], [0.46, 0.53, 1.41], [-0.53, 2.42, 0.00], [0.38, 1.14, -0.79], [0.04, 0.12, -0.71], [0.18, -0.46, -1.22], [-0.42, -1.31, -0.39], [-0.95, 0.71, 1.79], [0.80, 0.34, -0.88], [0.51, 0.91, -0.97], [1.01, 1.29, 1.43], [-1.11, -0.83, 0.41], [-1.62, 0.57, -0.38], [0.61, -1.04, -0.19], [-0.66, -1.05, -0.51], [-0.09, -1.44, 1.14], [0.71, 0.01, -0.29], [-0.23, -0.89, -0.83], [-0.02, -1.24, 0.75]]
}


5.
{
  "formula": "C18H18N4O3",
  "method": "ωB97M-V/def2-TZVPD",
  "charge": 0,
  "smiles": "CO/C=C/C(=O)c1cc2c3c(c(N)cc(NC(=O)C(C)C)c3n1)N=C2",
  "homo_lumo_gap_ev": 6.9,
  "homo_energy_ha": -0.3005,
  "symbols": ["C", "O", "C", "C", "C", "O", "C", "C", "C", "C", "C", "C", "N", "C", "C", "N", "C", "O", "C", "C", "C", "C", "N", "N", "C", "H", "H", "H", "H", "H", "H", "H", "H", "H", "H", "H", "H", "H", "H", "H", "H", "H", "H"],
  "positions_angstrom": [[4.39490, -1.33822, 1.56540], [4.47738, -0.26372, 0.64675], [3.38719, 0.56127, 0.70507], [3.48091, 1.78665, 0.07742], [2.45055, 2.83707, 0.12341], [2.90616, 3.97731, 0.03909], [1.00695, 2.56173, 0.38986], [0.27702, 3.60066, 1.02244], [-1.09531, 3.42969, 1.28471], [-1.60531, 2.27293, 0.81353], [-2.95938, 2.17899, 1.12010], [-3.63223, 1.02627, 0.65752], [-4.97906, 0.81687, 0.98824], [-2.96865, 0.06067, -0.12758], [-1.60532, 0.16995, -0.40512], [-0.87830, -0.77952, -1.12538], [-1.22770, -2.03896, -1.50794], [-2.30483, -2.59931, -1.34617], [-0.01518, -2.83516, -2.05486], [0.80359, -3.30324, -0.85053], [-0.39797, -4.00702, -2.91444], [-0.91703, 1.27128, 0.13938], [0.42076, 1.38839, -0.04009], [-3.30520, 3.29503, 1.87310], [-2.23278, 4.10794, 1.86977], [3.52602, -1.97863, 1.36817], [5.28003, -2.02561, 1.46215], [4.32870, -0.95023, 2.61651], [2.46817, 0.32463, 1.23343], [4.41544, 2.05551, -0.44328], [0.78064, 4.50659, 1.35796], [-5.37020, -0.09061, 0.85288], [-5.31999, 1.37180, 1.76225], [-3.54442, -0.75943, -0.49232], [0.10947, -0.50828, -1.21725], [0.56848, -2.14930, -2.64667], [0.24498, -4.04806, -0.29143], [0.98098, -2.43615, -0.19381], [1.74602, -3.73922, -1.13662], [-0.94350, -4.73195, -2.33534], [-1.04320, -3.66246, -3.74391], [0.45995, -4.45602, -3.39050], [-2.16871, 5.09984, 2.29410]],
  "forces_ev_per_a": [[0.47, -1.00, 0.95], [-1.12, 0.08, 0.42], [1.00, 2.66, -1.75], [-0.12, -2.45, 0.43], [1.89, 0.31, 0.33], [-1.35, -0.35, -0.09], [-1.65, -0.56, -0.19], [-0.61, 0.35, 0.60], [2.28, 1.22, -0.44], [-1.52, -3.07, -1.21], [0.48, -0.81, -0.23], [-2.00, 1.03, 1.66], [1.71, 0.87, -0.25], [1.50, 0.24, -0.43], [-2.18, -1.67, 0.07], [0.43, 1.27, 0.35], [0.03, -2.09, -0.10], [0.50, 1.18, -0.05], [-0.17, 0.24, 0.44], [-0.32, 0.84, 0.40], [-0.94, 0.65, -0.96], [2.64, 1.43, 0.01], [0.42, 1.48, 0.34], [0.49, 1.95, -0.31], [-0.99, -1.39, 0.56], [-0.08, 0.26, 0.00], [-0.65, 1.10, 0.01], [0.17, -0.40, -0.84], [0.30, -0.64, 0.13], [-0.59, -0.09, 0.45], [0.17, -0.28, -0.32], [-0.11, -0.30, 0.01], [-0.07, -0.17, -0.24], [-0.09, -0.49, -0.22], [-0.63, -0.22, -0.06], [0.44, 0.39, -0.24], [-0.12, -0.07, 0.12], [0.20, -0.42, 0.00], [0.38, -0.09, -0.21], [-0.20, -0.39, 0.12], [0.10, -0.26, 0.38], [0.42, -0.22, 0.12], [-0.52, -0.12, 0.24]]
}


Q: What is the charge in the second record?
A: +2